(1)
Molecular formula: H5NO
Method: DFT, wB97M-V/def2-TZVPD

XYZ file:
```
7
Properties=species:S:1:pos:R:3
N -0.351 -0.602 0.826
H -1.229 -0.946 1.206
H -0.065 0.169 1.419
H 0.319 -1.355 0.903
O 0.686 0.982 -1.761
H 0.206 0.173 -1.544
H 0.435 1.579 -1.049
```

Output
orbital gap	11.50	eV
HOMO level	-10.613	eV
SMILES string	N.O

=====

(2)
Molecular formula: H5NO
Method: DFT, wB97M-V/def2-TZVPD

XYZ file:
```
7
Properties=species:S:1:pos:R:3
N -0.301 -1.149 0.166
H 0.283 -1.788 -0.384
H 0.082 -0.207 0.034
H -1.233 -1.154 -0.262
O 0.248 1.060 0.109
H 0.598 1.650 -0.597
H 0.325 1.589 0.935
```

Output
orbital gap	9.29	eV
HOMO level	-8.748	eV

=====

(3)
Molecular formula: H5NO2
Method: DFT, wB97M-V/def2-TZVPD

XYZ file:
```
8
Properties=species:S:1:pos:R:3
N 1.073 0.049 1.275
O 1.023 -0.122 -0.214
H 0.988 0.985 1.479
H 0.329 -0.539 1.719
H 1.134 -1.075 -0.302
O -1.705 0.160 -1.719
H -0.764 0.093 -1.376
H -2.079 0.451 -0.862
```

Output
orbital gap	10.57	eV
HOMO level	-9.845	eV
SMILES string	NO.O

=====

(4)
Molecular formula: H5NO3P
Method: DFT, wB97M-V/def2-TZVPD

XYZ file:
```
10
Properties=species:S:1:pos:R:3
N -1.106 0.993 -1.160
O 0.345 -0.699 2.485
O 1.573 -1.850 0.385
O 0.676 0.544 0.382
P 0.979 -0.653 1.187
H -1.622 0.781 -0.306
H 0.079 0.927 -0.492
H -1.587 0.656 -2.015
H 2.033 -2.644 0.643
H -1.371 1.945 -1.108
```

Output
orbital gap (spin up / spin down)	8.05 / 7.40	eV
HOMO level (spin up / spin down)	-12.169 / -17.519	eV
net charge	+1
spin multiplicity	3

=====

no.,E_tot (eV)
1,-3618.82350
2,-3617.53458
3,-5664.02283
4,-16991.33145